{"formula": "C2H8N2S", "method": "ωB97M-V with the def2-TZVPD basis set", "total_charge": 0, "multiplicity": 1, "energy_ev": -16016.0434, "homo_lumo_gap_ev": 4.41, "e_homo_ev": -5.451, "molar_mass_g_mol": 92.2, "elements": ["C", "S", "H", "H", "H", "N", "C", "N", "H", "H", "H", "H", "H"], "positions_angstrom": [[-2.56569, -1.63014, 1.39522], [-0.99235, -1.45820, 0.69258], [-2.73195, -2.47239, 2.15250], [-3.00517, -0.79849, 1.86248], [-3.16045, -2.08952, 0.60608], [1.12832, 1.22897, -1.91539], [2.04060, 0.84741, -1.00203], [1.63324, 0.90863, 0.30363], [0.18456, 1.59717, -1.73140], [1.40357, 1.21348, -2.87524], [3.02549, 0.75453, -1.34012], [2.32813, 1.18129, 1.09500], [0.71170, 0.71725, 0.75668]], "forces_ev_per_angstrom": [[-1.6, -3.3, 0.7], [2.6, 1.0, -0.5], [1.0, 0.9, -0.4], [-0.7, 1.4, 0.2], [-0.8, 0.8, -0.2], [0.8, -0.6, 0.3], [-5.4, 2.5, 2.7], [3.3, 0.5, 0.7], [0.8, -0.7, 0.4], [0.0, -0.2, -0.4], [1.4, -0.5, 0.0], [-1.2, -1.3, -2.3], [-0.4, -0.5, -1.3]]}

{"formula": "C38H29N3O5SiZr", "method": "ωB97M-V with the def2-TZVPD basis set", "total_charge": 0, "multiplicity": 1, "energy_ev": -63747.9546, "homo_lumo_gap_ev": 6.80, "e_homo_ev": -7.635, "molar_mass_g_mol": 727.0, "elements": ["Zr", "O", "C", "C", "C", "C", "C", "C", "C", "O", "N", "N", "C", "C", "C", "C", "C", "C", "C", "O", "H", "H", "H", "H", "H", "H", "H", "H", "H", "H", "O", "C", "O", "C", "C", "C", "C", "C", "N", "H", "H", "H", "H", "C", "C", "C", "C", "C", "C", "Si", "C", "C", "C", "C", "C", "C", "C", "C", "C", "C", "C", "C", "H", "H", "H", "H", "H", "H", "H", "H", "H", "H", "H", "H", "H", "H", "H"], "positions_angstrom": [[-0.10079, 0.95708, 0.09448], [4.28434, 0.35216, -0.95593], [4.48033, 1.58950, -1.44689], [5.67470, 1.79854, -2.13746], [5.96855, 3.03131, -2.67642], [5.07615, 4.09560, -2.54152], [3.89823, 3.89994, -1.85800], [3.57599, 2.65617, -1.29929], [2.31144, 2.51207, -0.56796], [1.93945, 1.29903, -0.17404], [1.58583, 3.55944, -0.30019], [0.47438, 3.15837, 0.41744], [-0.12709, 4.04647, 1.11769], [-1.15491, 3.73400, 2.09054], [-1.83693, 4.78609, 2.71531], [-2.72979, 4.55524, 3.73799], [-2.92908, 3.24772, 4.18227], [-2.25862, 2.19313, 3.59638], [-1.38081, 2.41182, 2.53016], [-0.76908, 1.37882, 1.95792], [3.38323, 0.29604, -0.59427], [6.35170, 0.95972, -2.23463], [6.89942, 3.16962, -3.21179], [5.30573, 5.06198, -2.96943], [3.18882, 4.70663, -1.73594], [0.21252, 5.07795, 1.03824], [-1.64345, 5.79941, 2.38150], [-3.25447, 5.37807, 4.20361], [-3.61090, 3.05552, 5.00152], [-2.39229, 1.17593, 3.94431], [-1.50581, 1.05112, -3.84755], [-1.42849, 1.07094, -2.64892], [-0.32886, 1.10362, -1.93399], [-2.66415, 1.03734, -1.77739], [-3.93033, 0.91034, -2.30584], [-5.00311, 0.85733, -1.43231], [-4.76660, 0.93193, -0.06818], [-3.46617, 1.05191, 0.38040], [-2.42708, 1.10980, -0.45993], [-4.03947, 0.84806, -3.37916], [-6.01232, 0.75256, -1.80880], [-5.57581, 0.88945, 0.64704], [-3.23959, 1.09973, 1.43568], [-3.79248, -3.26608, -1.99324], [-3.84827, -2.69060, -0.72926], [-2.67613, -2.30438, -0.09558], [-1.42351, -2.48567, -0.69492], [-1.39058, -3.07546, -1.95950], [-2.56207, -3.46007, -2.60379], [0.11173, -1.84737, 0.22503], [1.63460, -2.35960, -0.76564], [2.63719, -3.17874, -0.24375], [3.76834, -3.49019, -0.98927], [3.91612, -2.98876, -2.27438], [2.93317, -2.16763, -2.81042], [1.80988, -1.85212, -2.05944], [0.13624, -2.72442, 1.89444], [-0.13866, -4.09193, 1.98802], [-0.09255, -4.75038, 3.20863], [0.22867, -4.04926, 4.36473], [0.50050, -2.69108, 4.29488], [0.45194, -2.03704, 3.06861], [-4.70340, -3.56882, -2.49500], [-4.80369, -2.54870, -0.23725], [-2.73240, -1.86617, 0.89795], [-0.43871, -3.23559, -2.45178], [-2.51089, -3.91472, -3.58567], [2.53577, -3.57941, 0.75923], [4.53642, -4.12374, -0.56273], [4.79943, -3.22781, -2.85348], [3.04757, -1.75937, -3.80716], [1.06245, -1.18918, -2.48668], [-0.39594, -4.64871, 1.09233], [-0.30738, -5.81079, 3.26068], [0.26502, -4.56189, 5.31798], [0.74967, -2.13942, 5.19310], [0.65713, -0.97243, 3.02672]], "forces_ev_per_angstrom": [[0.0, -0.1, 0.2], [0.0, 0.0, 0.0], [-0.1, 0.0, 0.0], [0.1, 0.0, 0.0], [0.0, 0.0, 0.0], [0.0, 0.0, 0.0], [0.0, 0.0, 0.0], [0.0, 0.0, 0.0], [-0.1, 0.0, 0.0], [0.0, 0.0, -0.2], [0.1, 0.0, 0.0], [0.0, 0.0, 0.0], [0.0, 0.1, 0.0], [0.0, -0.1, 0.0], [0.0, 0.0, 0.0], [0.0, 0.0, 0.0], [0.0, 0.0, 0.0], [0.0, 0.0, 0.0], [0.1, 0.1, 0.0], [-0.2, 0.0, -0.3], [0.0, 0.0, 0.0], [0.0, 0.0, 0.0], [0.0, 0.0, 0.0], [0.0, 0.0, 0.0], [0.0, 0.0, 0.0], [0.0, 0.0, 0.0], [0.0, 0.0, 0.0], [0.0, 0.0, 0.0], [0.0, 0.0, 0.0], [0.0, 0.0, 0.0], [0.0, 0.0, 0.0], [-0.1, 0.0, 0.0], [0.1, 0.0, 0.0], [0.1, 0.0, 0.1], [0.0, 0.0, -0.1], [0.0, 0.0, 0.0], [-0.1, 0.0, 0.0], [0.1, 0.0, 0.0], [0.0, -0.1, 0.0], [0.0, 0.0, 0.0], [0.0, 0.0, 0.0], [0.0, 0.0, 0.0], [0.0, 0.0, 0.0], [0.0, 0.0, 0.0], [0.0, 0.0, 0.0], [0.0, 0.0, 0.0], [0.0, 0.0, 0.0], [-0.1, 0.0, 0.0], [0.0, 0.0, 0.0], [0.2, 0.2, 0.0], [0.0, 0.0, 0.0], [0.0, 0.0, 0.0], [0.0, 0.0, 0.0], [0.0, 0.0, 0.0], [0.0, 0.0, 0.0], [0.1, 0.0, 0.0], [0.0, 0.1, 0.0], [0.0, 0.0, 0.0], [0.0, 0.0, 0.0], [0.0, 0.0, 0.0], [0.0, 0.0, 0.0], [0.0, -0.1, 0.0], [0.0, 0.0, 0.0], [0.0, 0.0, 0.0], [0.0, 0.0, 0.0], [0.0, 0.0, 0.0], [0.0, 0.0, 0.0], [0.0, 0.0, 0.0], [0.0, 0.0, 0.0], [0.0, 0.0, 0.0], [0.0, 0.0, 0.0], [0.0, 0.0, 0.0], [0.0, 0.0, 0.0], [0.0, 0.0, 0.0], [0.0, 0.0, 0.0], [0.0, 0.0, 0.0], [0.0, 0.0, 0.0]]}

{"formula": "C4H8S2", "method": "ωB97M-V with the def2-TZVPD basis set", "smiles": "CCC(=S)SC", "total_charge": 0, "multiplicity": 1, "energy_ev": -25947.7019, "homo_lumo_gap_ev": 8.59, "e_homo_ev": -8.542, "molar_mass_g_mol": 120.2, "elements": ["C", "C", "C", "S", "S", "C", "H", "H", "H", "H", "H", "H", "H", "H"], "positions_angstrom": [[-2.44752, -0.56964, 0.67249], [-1.61636, -0.46286, -0.60286], [-0.27649, 0.16053, -0.32356], [0.08995, 1.73678, -0.02308], [0.89246, -1.09873, -0.18214], [2.35378, -0.27213, 0.38840], [-1.90916, -1.23393, 1.40606], [-3.53088, -0.80588, 0.48822], [-2.61241, 0.41106, 1.18769], [-1.40379, -1.48439, -0.93938], [-2.19751, 0.13852, -1.31196], [2.98098, -1.05683, 0.77565], [2.15455, 0.31882, 1.29050], [2.71911, 0.36837, -0.42018]], "forces_ev_per_angstrom": [[-0.7, 0.7, 1.5], [-0.4, 0.4, 0.2], [0.6, 0.7, 0.5], [-0.7, -0.6, -0.3], [-0.2, -0.3, 0.0], [-0.4, 0.5, 0.6], [-1.0, 0.4, -0.7], [1.2, -0.7, 0.0], [0.8, -0.5, -0.5], [-0.5, 0.2, -0.4], [0.4, -0.3, -0.2], [0.7, -0.3, -0.6], [-0.3, 0.2, -0.4], [0.4, -0.3, 0.4]]}

{"formula": "C31H71BrN10O6P", "method": "ωB97M-V with the def2-TZVPD basis set", "total_charge": 1, "multiplicity": 1, "energy_ev": -139804.8996, "homo_lumo_gap_ev": 7.00, "e_homo_ev": -10.590, "molar_mass_g_mol": 790.9, "elements": ["C", "C", "P", "C", "C", "N", "C", "C", "C", "N", "C", "N", "C", "C", "C", "C", "C", "Br", "N", "H", "H", "H", "H", "H", "H", "H", "H", "H", "H", "H", "H", "H", "H", "H", "H", "H", "H", "H", "H", "H", "H", "H", "H", "H", "H", "H", "H", "H", "C", "C", "O", "N", "C", "H", "H", "H", "H", "H", "H", "H", "C", "C", "O", "N", "C", "H", "H", "H", "H", "H", "H", "H", "C", "C", "O", "N", "C", "H", "H", "H", "H", "H", "H", "H", "C", "C", "O", "N", "C", "H", "H", "H", "H", "H", "H", "H", "C", "C", "O", "N", "C", "H", "H", "H", "H", "H", "H", "H", "C", "C", "O", "N", "C", "H", "H", "H", "H", "H", "H", "H"], "positions_angstrom": [[-0.56334, 2.30769, 2.02471], [0.41157, 1.08923, 2.55012], [1.52746, 0.31823, 1.20609], [2.33732, 1.62425, 0.07102], [2.40887, 0.95952, -1.44069], [0.72309, -0.98588, 0.29302], [1.46098, -2.34114, 0.25563], [1.65132, -2.98584, 1.75508], [0.54212, -4.18458, 1.93726], [1.14530, -5.57545, 1.79355], [-0.45913, -0.89387, -0.39890], [-1.30911, 0.35341, -0.53898], [-2.49332, 0.12775, -1.50227], [-1.81512, -1.10525, -2.37703], [-2.71086, -1.86793, -3.51909], [-1.69834, -2.77785, -4.44758], [-1.39592, -4.27659, -3.82613], [-2.27680, -2.87239, -6.39397], [-1.25370, -1.90599, -1.20352], [-1.69080, 1.92251, 2.10027], [-0.36631, 2.44663, 0.86601], [-0.48490, 3.29922, 2.64368], [1.14408, 1.58594, 3.35146], [-0.21179, 0.28816, 3.17313], [1.83834, 2.68550, 0.10355], [3.45731, 1.76380, 0.44313], [1.28382, 0.82495, -1.78946], [3.03335, 1.68130, -2.11785], [2.97375, -0.08897, -1.37126], [2.56042, -2.06377, -0.12181], [1.02749, -3.07629, -0.54612], [1.56104, -2.20435, 2.63016], [2.76432, -3.41109, 1.81919], [-0.00466, -4.01098, 2.97112], [-0.22907, -4.05575, 1.03547], [1.70448, -5.65887, 0.89604], [1.77091, -5.71891, 2.63152], [-1.83024, 0.33263, 0.37836], [-2.60281, 1.18321, -2.03771], [-3.48025, -0.31713, -1.05614], [-0.81886, -0.59280, -2.78613], [-3.16204, -1.03746, -4.24550], [-3.64208, -2.45752, -3.10027], [-0.64253, -2.22173, -4.48025], [-0.42997, -4.71191, -4.37433], [-2.25261, -5.05173, -4.03552], [-1.14157, -4.25965, -2.66787], [-2.12129, -1.99833, -0.59340], [4.59415, 5.19274, 2.03128], [3.23049, 5.11326, 1.40289], [2.27907, 4.58001, 1.97038], [3.06513, 5.65605, 0.16357], [4.05121, 6.31904, -0.65694], [4.57331, 4.71870, 3.01698], [5.32208, 4.66535, 1.40961], [4.88623, 6.23832, 2.15667], [2.12161, 5.56477, -0.19477], [3.69822, 7.33325, -0.85737], [4.13087, 5.77167, -1.59903], [5.02996, 6.36278, -0.17802], [-4.40682, -7.12109, 2.35018], [-3.11051, -6.46775, 1.95838], [-3.02803, -5.70050, 1.00124], [-2.00291, -6.74865, 2.70148], [-1.89853, -7.61582, 3.85138], [-5.20028, -6.80299, 1.66757], [-4.31065, -8.20786, 2.28564], [-4.68301, -6.82228, 3.36443], [-1.16845, -6.27293, 2.37845], [-1.53813, -7.01996, 4.69308], [-1.16843, -8.39548, 3.62209], [-2.85174, -8.07612, 4.11358], [-0.43372, -1.79708, -12.53403], [0.15564, -1.37639, -11.21629], [1.16034, -0.67140, -11.14460], [-0.45913, -1.80120, -10.07635], [-1.63747, -2.62696, -9.95485], [0.16259, -1.38354, -13.35265], [-0.42371, -2.88692, -12.61560], [-1.45450, -1.41734, -12.62384], [-0.00626, -1.47884, -9.22900], [-2.38994, -2.06327, -9.39857], [-1.36660, -3.52220, -9.39035], [-2.04398, -2.91751, -10.92417], [2.95997, 5.73821, 7.31692], [3.40995, 4.94908, 6.11878], [4.54073, 5.06082, 5.64928], [2.52003, 4.08760, 5.54977], [1.15939, 3.81884, 5.95171], [3.77506, 6.38153, 7.66115], [2.11023, 6.37097, 7.04849], [2.68847, 5.05967, 8.12942], [2.89344, 3.59191, 4.74862], [1.07877, 2.75423, 6.18302], [0.50473, 4.05601, 5.10989], [0.85907, 4.40364, 6.82180], [5.52102, 10.88997, -2.66272], [5.52221, 9.58154, -1.92194], [4.95784, 8.58123, -2.36064], [6.17584, 9.52397, -0.72723], [6.89127, 10.58092, -0.05183], [4.96174, 10.78347, -3.59686], [5.03795, 11.66065, -2.05677], [6.54591, 11.18197, -2.90483], [6.13374, 8.61201, -0.28729], [7.92546, 10.25637, 0.08428], [6.42842, 10.73155, 0.92622], [6.87469, 11.51761, -0.61002], [-7.86928, -7.85483, 5.10375], [-7.31680, -6.51075, 4.71777], [-6.13510, -6.21646, 4.88676], [-8.17049, -5.60374, 4.16423], [-9.57915, -5.76010, 3.88789], [-7.07297, -8.47096, 5.53157], [-8.65361, -7.73337, 5.85512], [-8.26304, -8.36347, 4.22028], [-7.72772, -4.72266, 3.93045], [-9.73225, -5.61304, 2.81629], [-10.11997, -4.98746, 4.43928], [-9.95359, -6.74264, 4.17713]], "forces_ev_per_angstrom": [[-1.1, -0.9, -0.6], [-1.1, 1.5, 1.0], [2.2, 0.5, 2.4], [0.4, 0.5, -1.2], [-0.1, 0.2, 0.8], [-4.6, -0.9, -3.3], [2.7, 0.0, 0.2], [0.0, -0.4, -0.2], [0.1, 0.8, -0.9], [0.3, 1.3, 0.7], [-1.7, 0.9, -0.9], [-0.4, -2.0, 2.4], [1.2, -0.6, -1.9], [0.8, 2.3, 0.1], [0.3, 0.5, -0.8], [1.3, -0.2, 1.8], [0.7, -0.5, -0.7], [0.3, 0.0, 1.7], [0.5, 0.2, 1.1], [2.3, 1.0, -0.1], [-0.4, 0.2, 2.6], [0.1, -2.0, -1.4], [-1.2, -1.4, -2.0], [1.5, 1.5, -1.6], [0.8, -2.1, -0.2], [-2.5, -0.5, -0.4], [2.6, 0.3, 0.3], [-1.4, -1.5, 1.1], [-1.3, 2.3, -0.3], [-2.5, -0.4, 0.7], [0.4, 1.6, 1.8], [0.1, -1.3, -2.1], [-2.5, 0.8, -0.2], [1.1, -0.8, -2.2], [1.3, -0.4, 2.2], [-0.9, 0.3, 1.7], [-0.7, 0.1, -1.5], [1.3, 1.0, -0.5], [-0.2, -2.6, 1.0], [1.8, 1.2, -0.4], [-2.3, -1.2, 0.0], [1.1, -1.6, 1.8], [2.1, 1.0, -0.6], [-2.5, -1.1, -0.1], [-2.1, 1.0, 1.1], [1.5, 1.8, 0.5], [-0.7, 0.3, -2.5], [1.3, -0.6, -0.5], [0.0, -0.2, 0.2], [-0.4, 0.1, -0.4], [0.0, -0.3, 0.1], [0.0, -0.7, 1.0], [-0.5, 0.2, -0.3], [-0.1, 0.2, -0.2], [0.1, 0.2, 0.0], [0.1, -0.1, -0.1], [0.2, 0.1, 0.1], [0.4, -0.1, -0.2], [0.3, 0.3, 0.0], [-0.2, -0.1, 0.0], [-0.1, 0.0, -0.1], [0.4, 0.2, -0.2], [0.0, 0.1, 0.1], [-0.7, 0.3, -0.5], [0.4, 0.1, -0.1], [0.3, 0.0, 0.1], [-0.1, 0.0, 0.2], [0.0, -0.2, -0.1], [0.0, -0.2, 0.0], [-0.1, -0.3, 0.2], [-0.1, -0.1, 0.3], [0.1, 0.2, -0.1], [0.0, 0.0, -0.3], [0.9, 0.6, 0.3], [-0.6, -0.4, -0.1], [0.2, 0.2, -0.4], [0.2, 0.1, 0.4], [-0.1, 0.0, 0.3], [-0.2, 0.1, -0.1], [0.0, -0.2, 0.0], [-0.1, -0.1, -0.2], [-0.2, -0.2, -0.1], [-0.3, -0.1, -0.1], [0.2, 0.1, 0.2], [0.1, 0.2, 0.2], [0.7, -0.1, -0.6], [-0.5, 0.0, 0.2], [0.4, 0.3, 0.3], [0.2, -0.2, -0.4], [-0.1, -0.2, -0.2], [0.0, -0.1, 0.2], [-0.1, 0.1, 0.0], [-0.2, 0.2, 0.1], [-0.3, 0.0, 0.1], [-0.2, 0.0, 0.2], [0.1, -0.1, -0.2], [-0.1, 0.1, -0.2], [-0.2, -0.7, 0.0], [0.3, 0.5, 0.1], [-0.4, -0.1, -0.6], [0.1, -0.3, 0.3], [0.1, -0.1, 0.3], [0.2, 0.1, -0.1], [-0.1, 0.2, 0.1], [0.1, 0.3, -0.1], [0.0, 0.3, 0.1], [0.2, 0.3, 0.0], [-0.1, -0.2, 0.0], [0.1, -0.2, 0.1], [0.5, 0.6, 0.0], [-0.5, -0.2, 0.0], [0.6, -0.4, 0.3], [0.0, 0.4, -0.1], [-0.1, 0.3, -0.1], [-0.1, -0.1, -0.2], [-0.1, 0.0, 0.2], [-0.1, -0.2, 0.1], [-0.3, -0.1, 0.1], [-0.3, -0.2, -0.1], [0.2, 0.2, 0.0]]}